No. 1
The following is a quantum chemistry calculation of C22H32AsN5RhTe as an isolated structure, from the OMol25 dataset.

The molar mass comes out at 672.0 g/mol. As for the net charge: -1. The multiplicity is 5. The value obtained for the energy relative to the best compared isomer or geometry (same formula, charge and spin) is 14.5 kcal per mole. The calculated total energy comes out at -3745.56901 a.u.

Last column: Löwdin charge in e.
Element x y z (Å)
Rh (0.614, -0.069, 0.353)  0.1078
C (0.926, 0.907, 4.031)  -0.3209
As (-0.278, 0.709, 2.505)  1.0157
C (-1.440, -0.662, 3.250)  -0.2686
C (-1.408, 2.340, 2.784)  -0.3268
C (-2.204, 2.375, 4.041)  -0.3105
C (-3.470, 1.787, 4.095)  -0.0599
C (-4.204, 1.783, 5.271)  -0.0899
C (-3.691, 2.363, 6.423)  -0.1111
C (-2.434, 2.951, 6.385)  -0.0989
C (-1.701, 2.955, 5.206)  -0.0679
H (0.392, 1.081, 4.966)  0.0132
H (1.630, 1.717, 3.840)  0.0221
H (1.491, -0.023, 4.096)  -0.0191
H (-1.781, -0.406, 4.252)  0.0261
H (-0.835, -1.569, 3.282)  0.0250
H (-2.293, -0.840, 2.595)  0.0111
H (-2.065, 2.388, 1.914)  0.0483
H (-0.704, 3.173, 2.740)  0.0459
H (-3.870, 1.316, 3.203)  0.1119
H (-5.182, 1.317, 5.289)  0.0993
H (-4.263, 2.357, 7.342)  0.0919
H (-2.022, 3.408, 7.276)  0.0953
H (-0.719, 3.416, 5.183)  0.1074
C (1.143, 6.630, -0.288)  -0.0784
C (-0.342, 6.276, -0.280)  -0.4121
C (-0.911, 6.221, -1.695)  -0.0785
C (-0.603, 4.973, 0.485)  -0.1320
N (0.051, 3.819, -0.096)  -0.1105
C (-0.349, 3.000, -1.070)  -0.1917
N (0.584, 2.110, -1.294)  0.0055
N (1.584, 2.412, -0.431)  -0.0606
N (1.277, 3.426, 0.294)  0.0544
H (1.303, 7.585, -0.792)  0.0754
H (1.721, 5.868, -0.811)  0.0743
H (1.534, 6.704, 0.728)  0.0791
H (-0.882, 7.048, 0.276)  0.1332
H (-0.389, 5.473, -2.297)  0.0747
H (-0.791, 7.185, -2.192)  0.0766
H (-1.975, 5.974, -1.685)  0.0789
H (-1.673, 4.762, 0.522)  0.1293
H (-0.237, 5.062, 1.506)  0.1175
H (-1.302, 3.059, -1.565)  0.1239
Te (2.483, -1.631, 1.485)  -0.1663
C (-1.249, -3.612, 0.453)  -0.0792
C (-2.386, -2.634, 0.458)  -0.2575
C (-3.630, -2.945, 0.969)  -0.0960
C (-4.670, -2.015, 1.003)  -0.1422
C (-4.436, -0.746, 0.489)  -0.1105
C (-3.203, -0.385, -0.030)  -0.2626
C (-2.953, 0.984, -0.581)  -0.0944
C (-2.116, -1.318, -0.045)  -0.4069
N (-0.899, -1.017, -0.497)  -0.0713
H (-1.567, -4.593, 0.812)  0.0655
H (-0.423, -3.249, 1.072)  0.0192
H (-0.838, -3.711, -0.555)  0.0732
H (-3.797, -3.944, 1.361)  0.0959
H (-5.639, -2.280, 1.408)  0.0755
H (-5.237, -0.010, 0.490)  0.0927
H (-3.842, 1.616, -0.494)  0.0716
H (-2.646, 0.932, -1.632)  0.0771
H (-2.122, 1.445, -0.046)  0.0097

***

No. 2
The following is a quantum chemistry calculation of C35H52BrN3OP2Sn as an isolated structure in a non-equilibrium geometry, from the OMol25 dataset.

The molar mass comes out at 791.4 g/mol. As for the net charge: +2. The calculated total energy comes out at -5074.59915 a.u.

Last column: Löwdin charge in e.
Element x y z (Å)
C (1.121, -5.181, 1.399)  -0.0271
C (0.295, -4.647, 0.382)  -0.2454
C (-0.899, -5.361, 0.137)  -0.0358
C (-1.298, -6.379, 1.019)  -0.1283
N (-0.569, -6.761, 2.067)  0.0734
C (0.634, -6.210, 2.221)  -0.1211
C (0.701, -3.483, -0.450)  0.0555
C (1.301, -2.984, -1.411)  0.0714
C (1.751, -2.101, -2.484)  -0.1991
C (2.292, -0.874, -2.103)  -0.0302
C (2.290, 0.219, -3.077)  -0.3530
C (1.531, -0.057, -4.212)  -0.3543
C (1.293, -1.241, -4.783)  -0.0787
C (1.533, -2.329, -3.891)  0.0648
Sn (0.552, 1.686, -2.635)  1.0111
P (-1.206, -1.015, 1.636)  1.1619
H (-1.520, -5.154, -0.736)  0.1177
H (2.140, -4.822, 1.551)  0.1185
H (-2.244, -6.906, 0.868)  0.1197
H (1.244, -6.610, 3.032)  0.1181
H (1.583, -3.345, -4.300)  0.1397
H (2.692, -0.689, -1.093)  0.0915
H (0.994, -1.342, -5.845)  0.1427
H (3.086, 0.999, -2.984)  0.1372
C (-2.093, 0.243, 2.680)  -0.3751
C (-3.182, -0.197, 3.663)  -0.1222
H (-2.533, 0.938, 1.943)  0.0726
H (-1.301, 0.789, 3.220)  0.0866
H (-3.645, 0.703, 4.095)  0.0974
H (-3.979, -0.780, 3.182)  0.0739
H (-2.785, -0.783, 4.505)  0.0656
C (-2.481, -2.347, 1.386)  -0.3708
C (-2.745, -3.325, 2.530)  -0.1171
H (-2.103, -2.905, 0.513)  0.0530
H (-3.416, -1.848, 1.076)  0.0653
H (-3.485, -4.067, 2.196)  0.0977
H (-1.839, -3.879, 2.820)  0.0685
H (-3.161, -2.837, 3.424)  0.0646
C (-0.027, -1.812, 2.821)  -0.3689
C (-0.358, -1.805, 4.318)  -0.1110
H (0.924, -1.279, 2.663)  0.0523
H (0.129, -2.843, 2.463)  0.0584
H (0.500, -2.228, 4.868)  0.0985
H (-0.530, -0.785, 4.694)  0.0770
H (-1.235, -2.427, 4.564)  0.0686
Br (-0.416, 1.510, -4.872)  0.3879
P (-3.070, 0.260, -1.869)  0.9414
C (-4.635, -0.075, -0.974)  -0.4356
C (-5.837, 0.778, -1.338)  -0.1345
H (-4.367, 0.087, 0.084)  0.0464
H (-4.853, -1.145, -1.088)  0.0758
H (-6.653, 0.532, -0.650)  0.0857
H (-5.631, 1.847, -1.238)  0.0651
H (-6.193, 0.586, -2.356)  0.0754
C (-3.273, 1.968, -2.577)  -0.4395
C (-3.798, 2.114, -4.005)  -0.1631
H (-2.283, 2.456, -2.502)  -0.0045
H (-3.938, 2.511, -1.892)  0.0660
H (-3.743, 3.175, -4.289)  0.0887
H (-3.206, 1.552, -4.737)  0.0118
H (-4.849, 1.812, -4.099)  0.0705
C (-3.017, -0.832, -3.361)  -0.4373
C (-4.356, -1.226, -3.952)  -0.1399
H (-2.477, -1.732, -3.025)  0.0645
H (-2.369, -0.349, -4.109)  0.0129
H (-4.189, -1.941, -4.766)  0.0843
H (-5.003, -1.710, -3.217)  0.0677
H (-4.898, -0.377, -4.380)  0.0636
C (4.032, 6.590, -0.177)  -0.0673
C (4.518, 6.016, 1.132)  -0.2113
N (4.458, 4.564, 1.223)  -0.0492
C (5.592, 3.872, 0.539)  -0.2004
C (6.869, 3.993, 1.359)  -0.0709
C (3.190, 4.040, 1.378)  -0.3952
O (2.201, 4.773, 1.458)  0.0540
C (2.995, 2.557, 1.438)  -0.0918
C (3.906, 1.610, 1.957)  0.0134
C (3.584, 0.257, 1.806)  -0.0243
C (2.465, -0.097, 1.031)  -0.2074
N (1.621, 0.818, 0.538)  0.0221
C (1.772, 2.084, 0.935)  -0.0976
H (4.591, 6.187, -1.021)  0.0672
H (4.141, 7.674, -0.181)  0.0873
H (2.976, 6.368, -0.319)  0.0694
H (5.554, 6.304, 1.301)  0.1121
H (3.905, 6.422, 1.938)  0.1286
H (5.323, 2.819, 0.375)  0.1008
H (5.723, 4.355, -0.447)  0.1193
H (6.698, 3.651, 2.388)  0.0808
H (7.637, 3.362, 0.900)  0.0832
H (7.221, 5.031, 1.378)  0.0751
H (4.796, 1.939, 2.500)  0.1298
H (4.205, -0.545, 2.198)  0.1171
H (2.207, -1.149, 0.834)  0.0940
H (0.922, 2.763, 0.819)  0.1229

***

No. 3
The following is a quantum chemistry calculation of one molecule with the formula C5H5N in a non-equilibrium geometry, from the OMol25 dataset.

The molar mass comes out at 79.1 g/mol. The value obtained for the energy relative to the best compared isomer or geometry (same formula, charge and spin) is 113.2 kcal per mole. The calculated total energy comes out at -248.09468 a.u.

Last column: Löwdin charge in e.
Element x y z (Å)
C (-2.447, -0.071, -0.070)  -0.3605
C (-1.725, -1.315, 0.047)  0.1191
C (-0.953, -0.267, 0.128)  -0.1958
C (1.468, -0.379, -0.187)  -0.0857
C (0.285, 0.494, 0.232)  -0.2029
N (-2.547, 1.092, -0.122)  0.2308
H (2.391, 0.189, -0.105)  0.0763
H (1.353, -0.710, -1.216)  0.0823
H (1.542, -1.259, 0.449)  0.0817
H (0.218, 1.377, -0.414)  0.1251
H (0.416, 0.849, 1.258)  0.1298

***

No. 4
The following is a quantum chemistry calculation of one molecule with the formula C9H20NOP in a non-equilibrium geometry, from the OMol25 dataset.

The molar mass comes out at 189.2 g/mol. The value obtained for the energy relative to the best compared isomer or geometry (same formula, charge and spin) is 0.0 kcal per mole. The structure (SMILES) is C/C(=C/CCC(C)C)[P@@](C)(=N)O. The calculated total energy comes out at -826.21337 a.u.

Last column: Löwdin charge in e.
Element x y z (Å)
C (2.603, -2.020, 0.411)  -0.1333
C (1.653, -0.902, 0.028)  -0.2738
C (0.389, -1.183, -0.312)  -0.1286
C (-0.656, -0.159, -0.641)  -0.2128
C (-1.782, -0.335, 0.353)  -0.2101
C (-3.190, 0.030, -0.257)  -0.3957
C (-4.165, -0.714, 0.701)  -0.0866
C (-3.295, 1.623, -0.233)  -0.0683
P (2.596, 0.849, -0.178)  0.6206
C (4.435, 0.572, -0.204)  -0.1773
N (2.069, 1.869, -1.241)  -0.2429
O (2.406, 1.549, 1.316)  -0.2674
H (3.085, -1.724, 1.304)  0.0455
H (1.978, -2.918, 0.592)  0.0780
H (3.402, -2.284, -0.386)  0.1077
H (0.128, -2.174, -0.112)  0.0883
H (-0.983, -0.468, -1.655)  0.1264
H (-0.176, 0.862, -0.604)  0.1035
H (-1.712, -1.325, 0.682)  0.0739
H (-1.628, 0.453, 1.234)  0.1605
H (-3.235, -0.291, -1.272)  0.1052
H (-5.231, -0.583, 0.385)  0.0846
H (-3.885, -1.733, 0.562)  0.0488
H (-3.876, -0.432, 1.767)  0.1022
H (-3.178, 1.871, 0.813)  0.0581
H (-4.257, 1.976, -0.547)  0.0492
H (-2.525, 2.143, -0.911)  0.1014
H (4.646, 0.493, -1.288)  0.0503
H (4.979, 1.460, 0.095)  0.0418
H (4.650, -0.328, 0.380)  0.0261
H (2.097, 1.272, -2.118)  0.0029
H (2.656, 2.550, 1.335)  0.1215

***

No. 5
The following is a quantum chemistry calculation of one molecule with the formula C14H16N2O3 in a non-equilibrium geometry, from the OMol25 dataset.

The molar mass comes out at 260.3 g/mol. The value obtained for the energy relative to the best compared isomer or geometry (same formula, charge and spin) is 37.4 kcal per mole. The structure (SMILES) is Cc1cc(C)cc(OCC(=O)Nc2cc(C)on2)c1. The calculated total energy comes out at -878.29800 a.u.

Last column: Löwdin charge in e.
Element x y z (Å)
C (-4.955, -1.945, 0.011)  -0.0480
C (-3.996, -0.793, 0.005)  -0.2687
C (-4.446, 0.515, 0.003)  -0.0202
C (-3.553, 1.583, -0.003)  -0.2688
C (-4.067, 2.990, -0.004)  -0.0473
C (-2.196, 1.321, -0.007)  0.0286
C (-1.728, 0.007, -0.005)  -0.2405
O (-0.361, -0.127, -0.008)  -0.0580
C (0.190, -1.420, -0.006)  -0.0985
C (1.717, -1.357, -0.005)  -0.4316
O (2.388, -2.363, -0.007)  0.0846
N (2.204, -0.092, -0.001)  0.1688
C (3.533, 0.267, 0.001)  -0.2974
C (4.683, -0.565, -0.002)  0.0579
C (5.717, 0.325, 0.002)  -0.3142
C (7.188, 0.142, 0.001)  -0.0020
O (5.228, 1.577, 0.006)  -0.0005
N (3.872, 1.536, 0.005)  0.1004
C (-2.626, -1.046, 0.001)  0.0108
H (-5.983, -1.595, 0.018)  0.0738
H (-4.794, -2.568, 0.890)  0.0832
H (-4.805, -2.568, -0.870)  0.0833
H (-5.508, 0.716, 0.006)  0.1168
H (-4.705, 3.159, -0.870)  0.0829
H (-3.248, 3.705, -0.029)  0.0744
H (-4.663, 3.175, 0.889)  0.0834
H (-1.475, 2.123, -0.012)  0.1219
H (-0.117, -1.989, -0.894)  0.1467
H (-0.118, -1.986, 0.885)  0.1466
H (1.537, 0.671, 0.000)  0.1514
H (4.703, -1.632, -0.005)  0.1051
H (7.625, 0.621, -0.873)  0.0887
H (7.426, -0.917, -0.010)  0.0865
H (7.623, 0.602, 0.887)  0.0887
H (-2.290, -2.071, 0.002)  0.1114

***

No. 6
The following is a quantum chemistry calculation of C30H29FN5O4PtS2 as an isolated structure in a non-equilibrium geometry, from the OMol25 dataset.

The molar mass comes out at 801.8 g/mol. As for the net charge: +1. The value obtained for the energy relative to the best compared isomer or geometry (same formula, charge and spin) is 18.8 kcal per mole. The calculated total energy comes out at -2750.78964 a.u.

Last column: Löwdin charge in e.
Element x y z (Å)
Pt (1.318, 0.692, -0.097)  0.6779
S (-0.607, -0.102, -0.986)  0.7502
C (-1.260, -1.102, 0.297)  -0.5615
N (-2.505, -1.612, 0.142)  -0.0836
C (-3.092, -2.330, 1.250)  -0.0788
C (-2.019, -3.145, 1.967)  -0.0799
N (-0.942, -2.271, 2.365)  -0.0842
C (-0.435, -2.393, 3.715)  -0.1127
C (-1.514, -2.058, 4.719)  -0.2247
C (-1.971, -0.749, 4.828)  -0.0363
C (-2.959, -0.430, 5.741)  -0.0630
C (-3.507, -1.415, 6.546)  -0.0650
C (-3.063, -2.723, 6.435)  -0.0616
C (-2.075, -3.043, 5.521)  -0.0457
C (-0.545, -1.326, 1.481)  -0.5659
S (0.898, -0.421, 1.835)  0.7372
C (-3.234, -1.607, -1.107)  -0.1130
C (-3.175, -2.983, -1.729)  -0.2194
C (-4.310, -3.776, -1.824)  -0.0433
C (-4.227, -5.043, -2.378)  -0.0630
C (-3.007, -5.529, -2.818)  -0.0669
C (-1.870, -4.744, -2.713)  -0.0616
C (-1.953, -3.478, -2.165)  -0.0378
H (-3.874, -2.992, 0.877)  0.1384
H (-3.532, -1.618, 1.958)  0.1500
H (-1.639, -3.918, 1.289)  0.1516
H (-2.435, -3.622, 2.855)  0.1362
H (0.417, -1.720, 3.829)  0.0791
H (-0.094, -3.422, 3.861)  0.1466
H (-1.542, 0.020, 4.203)  0.1131
H (-3.298, 0.591, 5.825)  0.1112
H (-4.275, -1.162, 7.260)  0.1112
H (-3.485, -3.493, 7.061)  0.1116
H (-1.727, -4.064, 5.444)  0.1167
H (-2.798, -0.858, -1.771)  0.0866
H (-4.270, -1.331, -0.898)  0.1440
H (-5.264, -3.400, -1.484)  0.1159
H (-5.116, -5.650, -2.465)  0.1110
H (-2.938, -6.517, -3.245)  0.1106
H (-0.917, -5.115, -3.058)  0.1112
H (-1.068, -2.864, -2.082)  0.0977
N (3.058, 1.521, 0.880)  -0.0596
C (3.316, 2.937, 0.919)  -0.2857
C (4.260, 3.435, 1.812)  -0.0321
C (4.575, 4.781, 1.800)  -0.0714
C (3.955, 5.632, 0.899)  -0.0658
C (2.985, 5.142, 0.040)  -0.0634
C (2.659, 3.798, 0.052)  -0.0382
H (3.253, 1.117, 1.800)  0.0888
H (3.702, 1.070, 0.206)  0.0822
H (4.748, 2.764, 2.504)  0.1123
H (5.316, 5.163, 2.484)  0.1084
H (4.216, 6.677, 0.875)  0.1083
H (2.490, 5.794, -0.658)  0.1048
H (1.884, 3.427, -0.607)  0.0924
F (1.108, 2.019, -7.149)  0.0942
C (1.626, 2.744, -6.156)  -0.1760
C (2.378, 2.145, -5.208)  0.0451
N (2.938, 2.843, -4.185)  -0.0098
C (3.783, 2.167, -3.238)  -0.0259
C (3.030, 1.322, -2.187)  -0.6517
O (3.665, 0.475, -1.557)  -0.0219
O (1.817, 1.592, -1.973)  -0.1795
C (2.707, 4.209, -4.027)  -0.4552
O (3.147, 4.836, -3.096)  0.0926
N (1.959, 4.777, -5.024)  0.2214
C (1.372, 4.184, -6.143)  -0.3990
O (0.757, 4.828, -6.948)  0.1256
H (2.567, 1.082, -5.233)  0.1550
H (4.323, 2.932, -2.665)  0.1430
H (4.504, 1.527, -3.755)  0.1443
H (1.816, 5.779, -4.944)  0.1768